(1)
C6H12O | the ωB97M-V functional and the def2-TZVPD basis

Element x y z (Å)
O 1.03 -1.01 1.36
C -0.90 0.91 -1.26
C 0.04 0.76 -0.07
C 1.08 -0.37 0.09
C 2.55 0.07 0.00
C -1.45 0.50 0.07
C -2.03 -0.88 0.27
H -1.13 1.91 -1.63
H -1.45 -1.64 -0.26
H -2.06 -1.16 1.33
H -3.06 -0.93 -0.11
H -0.89 0.15 -2.04
H 3.22 -0.79 -0.14
H 0.36 1.71 0.35
H 2.75 0.83 -0.75
H 0.80 -1.13 -0.68
H -2.00 1.28 0.61
H 0.29 -0.66 1.85
H 2.83 0.46 0.99

Output
HOMO-LUMO gap	11.105	eV
energy above the lowest of the compared OMol25 structures with the same formula, charge and spin	120.4	kJ/mol
total charge	0
E_HOMO	-10.05	eV
multiplicity	1
DFT total energy	-311.01340	Ha
SMILES	C[C@@H]1C[C@@H]1[C@@H](C)O

Here are the Löwdin charges for atoms 1 to 5, given in e: -0.049 -0.084 -0.201 -0.396 -0.047

(2)
C17H49N3O7 | the ωB97M-V functional and the def2-TZVPD basis

Element x y z (Å)
O -1.28 -3.04 -1.62
O -2.53 -1.84 -3.91
O 3.15 2.15 -2.68
O 0.38 0.13 1.79
O -1.17 1.68 -1.32
O -0.28 -0.88 -0.63
O 2.20 -2.15 -0.90
N 0.06 0.06 3.14
N 0.92 2.55 0.17
N -0.84 1.40 -4.32
C 0.23 -0.84 -4.32
C 2.17 2.66 -0.53
C 2.01 1.98 -1.87
C -1.69 0.13 4.90
C -2.17 -0.77 2.51
C -1.70 1.68 2.96
C 0.43 -1.01 5.34
C 2.85 1.98 -4.01
C -1.07 -0.08 -4.53
C -2.13 -0.50 -3.60
C -3.88 -2.06 -4.10
C -1.09 -1.16 5.46
C 0.79 -2.36 3.20
C 2.34 -0.51 3.76
C 3.43 2.13 0.14
C -1.39 0.27 3.40
C 0.88 -0.96 3.85
H -1.32 -1.26 6.55
H 4.29 2.34 -0.52
H 3.44 1.02 0.14
H -3.24 -0.63 2.49
H 2.69 -0.63 2.75
H -1.84 1.75 1.88
H 2.62 -1.29 -0.69
H -0.03 1.77 -4.83
H 2.17 2.75 -4.46
H 3.79 2.06 -4.55
H -4.32 -1.37 -4.77
H -0.87 2.35 3.23
H 0.92 -1.80 5.89
H -1.82 -1.75 2.74
H 0.93 1.84 0.92
H -1.58 -1.96 4.91
H -1.66 1.92 -4.64
H -0.23 -2.79 3.33
H -1.95 -0.59 1.46
H 0.98 -2.30 2.14
H 2.34 3.76 -0.60
H -0.80 1.68 -2.20
H -1.72 -0.44 -2.67
H 0.66 -0.04 5.84
H -0.79 -1.70 -0.80
H -0.60 -3.66 -1.97
H 0.59 -0.60 -3.31
H -0.55 2.19 -0.73
H -2.91 0.25 -3.59
H 0.07 -1.93 -4.38
H 0.97 -0.54 -5.05
H 0.70 3.43 0.68
H -0.07 -0.54 1.25
H 1.14 2.44 -2.30
H 2.53 0.52 4.10
H -1.41 -0.45 -5.55
H -4.42 -1.83 -3.19
H 1.52 -3.03 3.58
H -1.15 0.97 5.36
H 3.67 2.45 1.13
H -2.74 0.17 5.16
H 1.85 0.89 -1.71
H -4.02 -3.10 -4.42
H 2.38 1.00 -4.21
H -1.74 -2.79 -2.46
H -2.62 2.08 3.37
H 2.98 -1.24 4.33
H 1.28 -1.91 -0.97
H -0.71 -0.07 -0.96

Output
HOMO-LUMO gap	8.516	eV
energy above the lowest of the compared OMol25 structures with the same formula, charge and spin	0.0	kJ/mol
total charge	0
E_HOMO	-7.91	eV
multiplicity	1
DFT total energy	-1367.98480	Ha
SMILES	CC1(C)CCCC(C)(C)N1O.COC[C@H](C)N.COC[C@H](C)N.O.O.O.O

Here are the Löwdin charges for atoms 1 to 5, given in e: -0.044 -0.201 -0.159 -0.070 -0.112

(3)
C21H31N3O4 | the ωB97M-V functional and the def2-TZVPD basis

Element x y z (Å)
O -2.65 1.13 -2.87
O -3.23 2.09 -4.80
O 1.70 2.93 -4.04
O -3.29 -5.19 3.18
N -0.03 -0.81 2.07
N 2.26 1.77 -2.20
N 1.59 1.51 1.50
C -0.63 0.36 1.46
C -2.39 1.83 -3.99
C -2.82 -2.89 3.26
C -0.94 2.24 -4.09
C -0.06 1.71 -2.96
C 3.42 2.61 0.29
C 3.61 2.31 -2.20
C 0.19 1.60 1.86
C 1.37 2.20 -3.12
C -1.24 -4.32 2.16
C -2.43 -4.17 2.85
C -0.83 -1.94 2.28
C -0.45 -3.22 1.88
C -2.94 -6.50 2.81
C 2.15 0.27 1.99
C 1.95 1.05 -0.99
C 2.00 2.02 0.21
C -2.03 -1.80 2.98
C 1.34 -0.99 1.63
C 3.77 3.29 -1.03
C -3.99 0.71 -2.69
H 1.40 -1.19 0.55
H 4.80 3.65 -1.00
H 1.78 -1.83 2.17
H -0.07 0.62 -2.97
H 0.98 0.57 -1.06
H -0.90 3.33 -4.11
H -4.65 1.58 -2.62
H -0.90 -5.29 1.83
H 2.71 0.27 -0.85
H -3.74 -2.78 3.80
H -1.65 0.47 1.82
H 3.17 0.17 1.62
H 3.12 4.14 -1.19
H -4.31 0.10 -3.54
H 0.14 1.70 2.95
H -3.75 -7.13 3.18
H 2.18 0.35 3.08
H -2.00 -6.81 3.27
H 4.32 1.49 -2.11
H 4.13 1.81 0.49
H -0.56 1.90 -5.06
H 3.47 3.32 1.11
H -2.34 -0.83 3.33
H -4.01 0.13 -1.78
H -0.46 2.05 -2.00
H 3.76 2.82 -3.15
H -0.25 2.49 1.41
H -2.87 -6.60 1.72
H 1.32 2.85 -0.02
H 0.46 -3.38 1.32
H -0.66 0.26 0.36

Output
HOMO-LUMO gap	8.124	eV
energy above the lowest of the compared OMol25 structures with the same formula, charge and spin	210.9	kJ/mol
total charge	0
E_HOMO	-7.58	eV
multiplicity	1
DFT total energy	-1284.04288	Ha
SMILES	COC(=O)CCC(=O)N1CCC[C@H](N2CCN(c3ccc(OC)cc3)CC2)C1

Here are the Löwdin charges for atoms 1 to 5, given in e: -0.059 0.112 0.062 -0.092 -0.109

(4)
C5H19NO5 | the ωB97M-V functional and the def2-TZVPD basis

Element x y z (Å)
O 2.18 1.26 -2.07
O 2.13 1.31 1.20
O -1.35 -1.53 -2.26
O 1.41 -1.59 -2.21
O -0.62 1.62 -1.81
N 0.27 -1.56 0.45
C -0.41 0.48 2.87
C -0.63 0.71 1.38
C 1.75 0.17 1.01
C -2.11 0.25 1.11
C 0.36 -0.09 0.48
H 0.37 1.17 3.23
H -2.46 -0.09 0.15
H 2.77 1.60 -1.39
H 0.24 -1.93 1.40
H -0.65 1.80 1.20
H 2.43 -0.65 1.37
H -0.97 -0.66 -2.07
H -1.26 0.43 3.54
H 0.07 -0.50 3.01
H -0.59 -1.82 -0.02
H 0.08 0.31 -0.50
H -2.31 -0.55 1.86
H 0.59 -1.69 -2.72
H 1.40 -2.23 -1.49
H 2.45 0.37 -2.34
H -0.54 2.34 -2.42
H 0.24 1.23 -1.65
H -2.10 -1.21 -2.80
H -2.74 1.04 1.49

Output
HOMO-LUMO gap	10.172	eV
energy above the lowest of the compared OMol25 structures with the same formula, charge and spin	106.2	kJ/mol
total charge	0
E_HOMO	-9.61	eV
multiplicity	1
DFT total energy	-632.82922	Ha
SMILES	CC(C)[C@H](N)C=O.O.O.O.O

Here are the Löwdin charges for atoms 1 to 5, given in e: -0.049 0.047 -0.061 -0.063 -0.053